#1
28
Properties=species:S:1:pos:R:3:nbo_charge:R:1 method="wB97M-V/def2-TZVPD" spin_multiplicity=2 charge=-1 homo_energy_ev="0.29 / -3.19" orbital_gap_ev="3.29 / 6.63"
C -1.5663 2.1041 1.8724 -0.618
C 0.1034 0.8144 -1.2062 0.153
C 0.1324 1.4096 0.0753 -0.138
C -1.2089 1.6040 0.5121 -0.114
C -2.0247 1.1951 -0.5112 -0.181
C 1.2009 0.3381 -1.9185 -0.427
C 2.4838 0.4939 -1.2777 -0.329
C 1.4355 1.5875 0.6790 -0.391
C 2.5401 1.1648 -0.0595 -0.237
N -1.2172 0.7876 -1.5862 -0.566
H -1.6268 0.5469 -2.4692 0.384
H 1.0176 -0.0729 -2.8957 0.182
H -3.0896 1.1157 -0.6573 0.177
H 3.4084 0.1331 -1.7214 0.184
H 1.5392 2.0748 1.6371 0.183
H -0.7747 2.7660 2.2388 0.207
H -1.6399 1.3023 2.6137 0.196
H 3.5310 1.3894 0.2952 0.180
H -2.4553 2.7404 1.8944 0.196
C 0.4864 -1.9776 0.8107 -0.738
C -0.1082 -3.2548 0.3143 0.678
O 0.3239 -4.3745 0.5378 -0.650
N -1.2376 -3.0575 -0.4279 -0.847
H -1.6112 -3.8048 -0.9877 0.385
H -1.5092 -2.1127 -0.6777 0.399
H 0.4967 -1.2188 0.0279 0.270
H 1.4692 -2.1103 1.2533 0.234
H -0.0988 -1.5836 1.6342 0.230



#2
28
Properties=species:S:1:pos:R:3:nbo_charge:R:1 method="wB97M-V/def2-TZVPD" spin_multiplicity=2 charge=-1 homo_energy_ev="0.80 / -4.99" orbital_gap_ev="2.42 / 8.17"
C -2.9804 -0.6909 -3.8193 -0.885
C -1.7102 -0.2691 -3.0915 0.476
O -1.7610 0.6708 -2.3134 -0.672
N -0.6634 -1.0308 -3.5559 -1.064
H -3.2540 -1.7204 -3.8645 0.214
H -2.7778 -0.4333 -4.9766 0.197
H 0.2518 -0.9109 -3.1659 0.361
H -0.9327 -1.9574 -3.8895 0.314
H -3.7984 -0.0210 -3.5199 0.214
C 3.4944 1.2727 1.4888 -0.622
C 1.5668 1.2506 -0.1899 -0.054
C -0.0205 0.1402 0.9059 0.142
C 2.1942 0.8082 0.9329 -0.131
C 1.1887 0.0872 1.6828 -0.097
C -1.1991 -0.4972 1.3318 -0.245
C -1.1426 -0.9853 2.6280 -0.246
C 1.2617 -0.5547 2.9333 -0.213
C 0.0170 -0.9557 3.4221 -0.248
N 0.2468 0.9001 -0.2117 -0.543
H -0.2239 0.9787 -1.1050 0.451
H 1.9850 1.8436 -0.9929 0.199
H -2.0301 -0.3412 0.6705 0.234
H 4.0779 1.9048 0.7798 0.210
H 4.1741 0.4198 1.7263 0.203
H -1.9973 -1.5374 3.0479 0.203
H 2.1167 -0.4734 3.5837 0.203
H 0.0740 -1.4630 4.4033 0.194
H 3.2752 1.8657 2.4134 0.206



In order of decreasing stability: #1, #2.



#1
21
Properties=species:S:1:pos:R:3:nbo_charge:R:1 method="wB97M-V/def2-TZVPD" charge=+1 homo_energy_ev="-12.34 / -12.34" orbital_gap_ev="6.53 / 6.53"
C -0.6806 1.8146 -2.0297 -0.781
C 0.9284 -0.7423 0.3556 0.325
C 0.9604 -1.0903 1.7555 -0.826
C 1.5336 -1.6000 -0.6160 -0.850
C -0.5525 1.9862 0.8238 -0.933
C -1.7679 -0.4542 -0.5760 -0.962
P -0.4182 0.7648 -0.5561 1.231
H 0.0877 2.6237 -1.9035 0.218
H -0.7088 1.3563 -2.9978 0.220
H 1.4891 -0.3127 2.2863 0.318
H 1.5539 -2.0331 2.1209 0.255
H -0.0294 -1.0235 2.2352 0.301
H 1.2807 -1.4019 -1.7154 0.279
H 1.4567 -2.7912 -0.3036 0.296
H 2.6038 -1.5043 -0.7169 0.343
H -0.7701 1.3512 1.6721 0.233
H -1.2836 2.6942 0.5861 0.275
H 0.4477 2.3428 1.1915 0.266
H -1.3958 -1.4837 -0.2763 0.245
H -2.2220 -0.3664 -1.5338 0.278
H -2.5133 -0.1300 0.1983 0.269



#2
21
Properties=species:S:1:pos:R:3:nbo_charge:R:1 method="wB97M-V/def2-TZVPD" charge=+1 homo_energy_ev=-12.86 orbital_gap_ev=9.81
C 3.2596 -0.2055 -0.0262 -0.013
C 3.4029 -1.3874 0.1551 -0.274
C 3.2230 1.1367 -0.7154 -0.700
C -1.4316 -1.3168 -1.0986 -0.926
C -2.6597 -0.4477 1.6105 -0.946
C -1.2361 1.6149 -0.1273 -0.915
P -1.3831 -0.1614 0.3411 1.285
H -0.2526 -0.5103 0.9788 0.020
H 3.7131 -2.1771 0.8252 0.249
H 4.2538 1.4882 -0.6879 0.261
H 2.4341 1.8847 -0.3949 0.228
H 3.1050 0.8325 -1.8206 0.251
H -1.0968 -2.3109 -0.7583 0.279
H -0.5216 -0.8646 -1.6917 0.273
H -2.2516 -1.3598 -1.7559 0.278
H -2.2071 -0.2880 2.6422 0.289
H -2.4872 -1.6158 1.4601 0.257
H -3.6884 -0.1670 1.5888 0.290
H -1.6125 2.1587 0.8020 0.283
H -2.1653 1.8409 -0.7205 0.273
H -0.3977 1.8559 -0.6066 0.256



In order of decreasing stability: #2, #1.



#1
16
Properties=species:S:1:pos:R:3:nbo_charge:R:1 method="wB97M-V/def2-TZVPD" homo_energy_ev="-7.68 / -7.68" orbital_gap_ev="7.42 / 7.42"
C 1.5743 1.2942 0.2626 -0.611
C 0.1397 0.8565 0.1910 -0.079
C -0.4630 -0.4146 0.9254 -0.367
C -1.4600 -0.6476 -0.3016 -0.381
C -2.8974 -0.2595 -0.4590 0.130
N -3.0914 1.0150 -0.6948 -0.371
C -1.7571 1.5235 -0.7490 0.037
C -0.8909 1.8777 0.1993 0.032
C -0.7599 0.4697 -1.0032 0.016
H 1.8296 1.3785 1.2953 0.225
H 1.6897 2.1526 -0.4215 0.234
H 2.1834 0.4799 -0.1048 0.214
H -1.1782 -0.1194 1.8396 0.247
H 0.2169 -1.2346 1.0746 0.234
H -1.3165 -1.6690 -0.7227 0.239
H -3.7054 -0.9709 -0.2195 0.201



#2
16
Properties=species:S:1:pos:R:3:nbo_charge:R:1 method="wB97M-V/def2-TZVPD" homo_energy_ev=-7.45 orbital_gap_ev=8.42
C 2.0924 -0.1609 -0.6265 -0.224
C 2.0784 0.1983 0.7932 -0.276
C 0.8525 0.3615 1.3271 0.028
N -0.2839 0.1519 0.6000 -0.312
C -1.5574 0.2681 1.0422 -0.094
C -2.4542 0.0060 0.0115 -0.264
C -1.6765 -0.3070 -1.1307 -0.304
C -0.3404 -0.1620 -0.7578 0.100
C 0.9407 -0.4290 -1.3693 -0.204
H 3.0936 -0.1487 -1.0869 0.215
H 3.0085 0.4182 1.3222 0.233
H 0.5948 0.7250 2.3469 0.211
H -1.7713 0.7547 1.9942 0.209
H -3.5510 -0.0873 -0.0236 0.231
H -1.9833 -0.6481 -2.1199 0.224
H 0.9571 -0.9409 -2.3225 0.226



In order of decreasing stability: #2, #1.



#1
21
Properties=species:S:1:pos:R:3:nbo_charge:R:1 method="wB97M-V/def2-TZVPD" homo_energy_ev=-9.50 orbital_gap_ev=9.97
C 1.3276 -0.7021 -0.6956 0.724
C 1.9983 -2.0106 -0.9816 -0.701
C -1.9331 -0.1362 1.6745 -0.540
C -0.3514 0.4141 0.6951 0.110
N 0.3417 -0.7020 0.2275 -0.648
N 0.4344 1.4148 1.3406 -0.850
O -2.1453 2.1932 -0.4117 -0.927
O 1.8130 0.3634 -1.1573 -0.668
O -1.6922 -0.0007 -1.6230 -0.947
O -0.1533 1.8790 -1.6413 -0.929
S -1.2824 1.1211 -0.7804 2.271
H 1.8146 -2.4853 -0.0752 0.219
H 3.1201 -1.7879 -1.1203 0.266
H 1.4219 -2.4826 -1.7709 0.251
H -1.7273 -0.1004 2.7273 0.219
H -2.7343 0.4091 1.4065 0.213
H -2.1071 -1.1718 1.2545 0.203
H -0.0992 -1.6006 0.1109 0.416
H -0.1743 2.2179 1.3803 0.390
H 0.7775 1.4783 -1.5497 0.522
H 1.3507 1.6893 0.9898 0.405



#2
21
Properties=species:S:1:pos:R:3:nbo_charge:R:1 method="wB97M-V/def2-TZVPD" homo_energy_ev=-9.72 orbital_gap_ev=10.22
H 1.9092 -0.3035 0.8117 0.372
N 1.8687 -0.0894 -0.1676 -0.728
C 1.2225 1.0175 -0.3573 0.356
C 0.4717 1.2992 -1.5949 -0.744
C 1.5099 2.1469 0.6218 0.596
N 0.5532 2.1364 1.5363 -0.810
O 2.4593 2.8745 0.6311 -0.573
H -0.3045 0.4104 -1.7349 0.289
H 0.0105 2.3120 -1.6234 0.240
H 1.2431 1.0682 -2.3334 0.262
H -0.3158 1.6755 1.4269 0.417
H 0.3993 2.9447 2.1729 0.396
C -2.0065 -2.6534 0.5443 -0.905
S -1.0816 -1.3469 -0.1460 2.420
O -0.9282 -0.2270 0.7453 -0.993
O -1.6222 -1.0254 -1.4336 -0.961
O 0.1960 -2.1226 -0.3469 -0.945
H -3.1118 -2.4055 0.3325 0.263
H -1.7262 -3.5067 -0.0785 0.263
H -1.7292 -2.7407 1.6297 0.259
H 0.9824 -1.4641 -0.6364 0.527



In order of decreasing stability: #2, #1.